Record 1
Here is C14H23NO4W as an isolated structure from the Open Molecules 2025 dataset. Energies are from wB97M-V/def2-TZVPD.

Element x y z (Å)
W1 0.00164 -0.58395 0.54631
C1 1.28004 1.02822 -1.57316
C2 2.27768 1.16578 -0.42922
O1 1.81668 0.26468 0.68145
C3 2.29931 0.64486 2.05080
C4 1.40529 -0.06038 3.05471
O2 0.03689 -0.01103 2.41938
C5 -1.30399 -0.07777 3.10879
C6 -2.25028 0.61330 2.14107
O3 -1.81096 0.25254 0.75309
C7 -2.31710 1.15910 -0.33307
C8 -1.36503 1.03139 -1.51643
O4 -0.02966 0.80511 -0.89200
H1 1.46014 0.19271 -2.24752
H2 1.22820 1.95956 -2.13880
H3 2.29550 2.17452 -0.01953
H4 3.27988 0.85812 -0.72687
H5 2.22860 1.72966 2.11856
H6 3.33653 0.32413 2.15387
H7 1.37173 0.48499 3.99864
H8 1.64451 -1.10665 3.23226
H9 -1.24285 0.47156 4.04906
H10 -1.52102 -1.12682 3.29838
H11 -2.20122 1.69888 2.21461
H12 -3.27538 0.26882 2.28133
H13 -2.32125 2.16526 0.08322
H14 -3.32949 0.85204 -0.59486
H15 -1.34032 1.96735 -2.07648
H16 -1.57219 0.20222 -2.19104
C9 -0.01042 -6.43946 -1.34256
C10 0.00454 -5.09714 -0.74072
C11 0.09606 -4.91136 0.66342
C12 0.10292 -3.66862 1.21836
N1 0.01769 -2.55193 0.41536
C13 -0.07250 -2.71991 -0.94758
C14 -0.08216 -3.93456 -1.55265
H17 0.19021 -7.23320 -0.62856
H18 0.69386 -6.49431 -2.17979
H19 -0.99867 -6.61282 -1.79483
H20 0.16560 -5.77218 1.31832
H21 0.17410 -3.51171 2.28653
H22 -0.14246 -1.79380 -1.54022
H23 -0.15333 -4.01490 -2.63043

Output
Charge ... +4
E_LUMO ... -15.03 eV
Orbital gap ... 8.31 eV

Record 2
Here is C14H24As2Cl2O9SW as an isolated structure in a non-equilibrium geometry from the Open Molecules 2025 dataset. Energies are from wB97M-V/def2-TZVPD.

Element x y z (Å)
W1 -0.19202 -0.43111 0.22470
O1 -1.30051 -1.79166 1.99033
Cl1 -2.60150 -1.09029 1.85385
O2 -2.79708 -0.07626 2.83628
O3 -2.23274 -0.28461 0.43500
O4 0.14881 0.35653 1.95341
C1 -1.45089 2.69141 2.82919
As1 -0.04391 2.13151 1.65056
C2 1.57640 2.57739 2.59016
C3 0.04086 3.49238 0.20567
C4 0.28808 4.77321 0.70268
C5 0.56987 5.78788 -0.19430
C6 0.61791 5.53914 -1.55942
C7 0.33478 4.26923 -2.04360
C8 0.03126 3.25443 -1.14969
As2 -0.69651 1.54217 -1.62054
C9 -2.55492 2.15554 -1.78640
C10 -0.20554 1.23360 -3.44719
H1 -1.16290 3.70171 3.11403
H2 -1.46407 2.01725 3.68264
H3 -2.43226 2.70051 2.36313
H4 1.49030 3.57941 3.00811
H5 2.43217 2.53714 1.91894
H6 1.70067 1.86689 3.40598
H7 0.27156 5.02406 1.75882
H8 0.76110 6.78353 0.18358
H9 0.85379 6.33916 -2.24774
H10 0.32815 4.09297 -3.11136
H11 -2.44848 2.96669 -2.50552
H12 -2.88856 2.51252 -0.81642
H13 -3.18470 1.34765 -2.14890
H14 -0.50101 2.13480 -3.98236
H15 -0.73748 0.37809 -3.84663
H16 0.86678 1.07085 -3.52701
O5 -1.32769 -1.13742 -2.14342
Cl2 -0.47089 -2.33409 -1.90547
O6 0.89674 -1.84945 -1.93235
O7 -0.77751 -2.52139 -0.39956
O8 1.01485 0.61650 -0.67610
O9 1.37609 -1.63800 0.84564
S1 2.44967 -1.29362 1.97008
C11 3.34500 -2.86790 2.09266
C12 4.77962 -2.58214 1.64976
C13 4.68643 -1.55750 0.52412
C14 3.76180 -0.45821 1.04064
H17 2.80753 -3.54215 1.42490
H18 3.24838 -3.22403 3.11675
H19 5.26180 -3.50833 1.34168
H20 5.35228 -2.17517 2.48538
H21 4.25036 -2.00683 -0.36987
H22 5.65732 -1.14604 0.25411
H23 3.26462 0.11594 0.26097
H24 4.24609 0.22232 1.74410

Output
Charge ... +2
E_LUMO (spin up / spin down) ... -8.50 / -8.50 eV
Orbital gap (spin up / spin down) ... 5.85 / 5.85 eV

Record 3
Here is C14H24BaN4O5 as an isolated structure in a non-equilibrium geometry from the Open Molecules 2025 dataset. Energies are from wB97M-V/def2-TZVPD.

Element x y z (Å)
O1 -0.53288 4.61703 1.38284
H1 0.37252 4.36695 1.08076
Ba1 -0.25542 0.67237 0.22158
N1 -1.00089 -0.21644 -1.84662
N2 1.21310 -1.26875 -0.94956
O2 -2.27141 0.26480 -2.23613
O3 2.55986 -1.69454 -0.65773
C1 -0.37346 -1.08663 -2.67428
C2 0.86601 -1.61475 -2.21545
C3 -0.99539 -1.47507 -3.95726
C4 1.66308 -2.52394 -3.08080
H2 -1.78662 -0.76426 -4.24087
H3 -1.47528 -2.47830 -3.91957
H4 -0.25996 -1.52539 -4.79443
H5 2.41086 -3.07118 -2.50059
H6 2.19276 -1.99573 -3.90233
H7 1.00998 -3.27130 -3.59846
H8 -2.49563 1.08472 -1.74509
H9 2.81239 -1.26932 0.18263
O4 -0.94935 -2.31045 0.93258
H10 -1.63686 -1.81013 0.42070
H11 -0.25711 -2.20766 0.20806
C5 1.78231 2.08765 -0.93446
H12 1.46605 3.10510 -0.75929
H13 1.26766 1.44763 -1.69235
H14 2.29274 1.51046 -0.14932
O5 -2.77356 3.53152 -1.06289
H15 -2.43286 4.25623 -0.48045
H16 -1.95128 3.20574 -1.45235
N3 1.34866 -0.03699 2.40484
C6 0.50276 0.35715 3.52723
C7 1.00090 0.07734 4.78536
C8 0.28315 0.49563 5.91314
C9 -0.93956 1.15446 5.81736
C10 -1.53318 1.43714 4.57666
C11 -2.79124 2.06860 4.36725
C12 -3.41313 2.30720 3.13718
C13 -2.68781 1.83173 2.02665
N4 -1.52682 1.18309 2.25935
C14 -0.82455 1.01405 3.43278
H17 2.05333 0.66288 2.09373
H18 1.87125 -0.90867 2.59476
H19 1.98052 -0.41150 4.86602
H20 0.70320 0.31159 6.89318
H21 -1.53669 1.49938 6.66899
H22 -3.29856 2.40693 5.27201
H23 -4.37004 2.83570 2.95121
H24 -2.97966 1.93502 0.95867

Output
E_LUMO (spin up / spin down) ... -1.99 / -1.99 eV
Orbital gap (spin up / spin down) ... 3.69 / 3.69 eV

Record 4
Here is C14H24Br3Cl4F3K2N2NaO11 as an isolated structure in a non-equilibrium geometry from the Open Molecules 2025 dataset. Energies are from wB97M-V/def2-TZVPD.

Element x y z (Å)
C1 3.52865 -1.05640 -0.10162
C2 2.41645 0.09349 -0.58954
C3 1.67226 0.83518 0.68719
C4 0.06392 1.14232 0.42286
O1 -0.82486 0.03174 0.79732
C5 -1.93808 -0.14186 -0.14790
C6 -2.98688 1.11133 -0.41019
C7 -4.54662 0.54581 -0.61605
N1 -4.54938 -0.83006 0.05698
N2 -5.43782 -1.04581 1.09884
C8 -3.10040 -1.29367 0.19923
H1 4.38010 -1.13406 -0.90646
H2 4.01476 -0.71806 0.91748
H3 2.98266 -2.10369 0.04675
H4 3.06732 0.88858 -1.19740
H5 1.68084 -0.40836 -1.34970
H6 2.21086 1.89427 0.80048
H7 1.86884 0.28039 1.72426
H8 -0.15402 1.54901 -0.66707
H9 -0.20248 2.05095 1.14952
H10 -1.43051 -0.49992 -1.15384
H11 -2.76475 1.69975 -1.39817
H12 -3.12911 1.92452 0.41925
H13 -4.76992 0.33168 -1.76608
H14 -5.43110 1.29203 -0.34830
H15 -4.90718 -1.52241 -0.66771
H16 -4.98516 -0.99529 2.03779
H17 -6.29409 -0.44709 1.03092
H18 -2.96957 -1.99865 -0.75476
H19 -2.86553 -2.02691 1.10821
C9 5.42538 -0.29301 5.24427
C10 4.81217 -0.03031 3.91136
O2 5.78215 -0.50169 3.00371
C11 6.43131 -1.50033 3.66552
O3 7.14539 -2.32833 3.12480
O4 6.17840 -1.46596 5.00951
F1 4.64850 1.29629 3.70883
H20 6.09602 0.51010 5.56776
H21 4.67495 -0.45802 6.02209
H22 3.86478 -0.55315 3.74224
F2 -4.09409 -3.23244 0.40001
C12 -2.02586 -3.47086 3.52613
O5 -2.78707 -2.87135 4.26972
O6 -0.80534 -3.28591 3.45604
O7 -2.35812 -4.35530 2.72864
K1 4.60591 -2.37586 -2.37820
Na1 -0.79409 -5.51281 3.14571
O8 4.34021 0.18197 -7.67533
Cl1 3.70591 0.40421 -6.39050
O9 4.63339 1.07957 -5.50389
O10 3.32560 -0.86993 -5.81231
O11 2.52441 1.22523 -6.57027
K2 4.30591 -0.72656 -9.55777
C13 2.21003 4.08374 -3.00644
Br1 1.06550 2.64490 -3.64224
Br2 1.47136 4.95387 -1.43126
Br3 4.03540 3.47957 -2.71066
H23 2.24724 4.83720 -3.80013
F3 0.70591 7.25847 -2.13194
C14 -9.25208 0.38524 -0.05768
Cl2 -8.52550 0.76654 1.51271
Cl3 -10.39904 1.64843 -0.53566
Cl4 -7.99672 0.18539 -1.29196
H24 -9.79713 -0.55762 0.03493

Output
Charge ... -1
E_LUMO ... -0.66 eV
Orbital gap ... 0.98 eV

Record 5
Here is an isolated ion of composition C14H24BrClN3O2 and charge +1 in a non-equilibrium geometry from the Open Molecules 2025 dataset. Energies are from wB97M-V/def2-TZVPD.

Element x y z (Å)
C1 1.89628 -1.85996 4.14881
C2 1.56066 -1.04144 2.84303
C3 0.67036 0.25189 3.13323
Br1 1.77102 1.74874 3.83966
C4 0.04181 0.65430 1.74064
C5 0.82400 1.32051 0.72774
N1 -0.07755 1.49153 -0.36104
C6 0.36416 2.17131 -1.59847
C7 1.58193 3.16530 -1.37520
C8 2.98724 2.42780 -1.61318
N2 3.94328 2.54916 -0.47479
C9 -1.29603 0.95014 -0.04343
C10 -2.55542 0.89276 -0.99295
C11 -3.06898 -0.63176 -0.98988
C12 -3.04258 -1.32113 -2.41567
C13 -2.09740 -2.57910 -2.39842
O1 -2.46946 -3.51648 -1.34620
C14 -1.37442 -4.32088 -1.01951
O2 -1.32928 -4.96408 -0.00812
N3 -1.26538 0.45021 1.24926
Cl1 -2.46254 -0.28457 2.19646
H1 1.02562 -1.82061 4.86504
H2 2.85039 -1.55762 4.65414
H3 2.01716 -2.95226 3.88222
H4 2.45350 -0.76836 2.22185
H5 0.90145 -1.70826 2.20535
H6 -0.19845 0.01187 3.79961
H7 1.89134 1.61611 0.78960
H8 -0.50968 2.79666 -1.95350
H9 0.63211 1.47684 -2.43938
H10 1.54835 3.67335 -0.36691
H11 1.55810 4.00835 -2.12802
H12 2.74795 1.34331 -1.78322
H13 3.51036 2.79843 -2.53350
H14 3.57954 3.15886 0.26849
H15 3.98079 1.61367 -0.04844
H16 -2.24359 1.19139 -2.03214
H17 -3.34036 1.60719 -0.62236
H18 -4.07491 -0.62925 -0.49436
H19 -2.36648 -1.22812 -0.33525
H20 -4.08314 -1.72487 -2.60117
H21 -2.79293 -0.62966 -3.26062
H22 -2.20342 -3.11656 -3.38785
H23 -1.01506 -2.31993 -2.23969
H24 -0.47035 -4.39478 -1.70185

Output
Charge ... +1
E_LUMO ... -3.41 eV
Orbital gap ... 9.09 eV

Number 1: calculated total energy -26349.1974 eV. Number 2: calculated total energy -192688.6681 eV. Number 3: calculated total energy -31790.0912 eV. Number 4: calculated total energy -345827.5584 eV. Number 5: calculated total energy -106028.1705 eV.